No. 1
Density functional theory data (ωB97M-V/def2-TZVPD) for C34H28Br2N11O3RbS2Se as an isolated structure.

Geometry as XYZ:
```
82
Properties=species:S:1:pos:R:3:lowdin_charge:R:1
Rb -0.483 0.391 0.555 0.697
C -2.565 5.497 1.543 -0.068
C -2.206 4.154 0.953 -0.300
N -2.484 3.028 1.513 0.033
N -3.045 3.116 2.743 -0.070
C -3.618 2.007 3.178 -0.985
N -4.007 2.116 4.514 0.004
S -3.935 0.537 2.397 0.445
C -1.427 4.147 -0.304 -0.222
C -0.871 5.334 -0.804 -0.032
C -0.068 5.298 -1.929 -0.081
C 0.167 4.084 -2.552 -0.065
C -0.440 2.961 -2.009 -0.148
N -1.216 2.984 -0.935 0.067
H -3.263 5.349 2.360 0.047
H -3.011 6.146 0.785 0.067
H -1.679 6.006 1.937 0.076
H -4.083 3.069 4.837 0.059
H -4.750 1.490 4.773 0.039
H -1.042 6.271 -0.294 0.089
H 0.383 6.209 -2.304 0.097
H 0.811 3.991 -3.416 0.100
H -0.276 1.985 -2.454 0.096
C -0.491 -1.517 -2.998 -0.015
C 0.826 -0.811 -3.145 -0.320
C 1.616 -0.981 -4.299 -0.029
C 2.821 -0.341 -4.394 -0.051
C 3.267 0.476 -3.336 -0.209
C 4.506 1.165 -3.316 -0.658
Br 5.708 1.049 -4.795 0.664
C 4.865 1.919 -2.231 -0.218
C 4.025 2.031 -1.129 -0.619
Br 4.593 3.109 0.333 0.689
C 2.749 1.421 -1.031 -0.479
O 1.967 1.522 -0.069 -0.181
C 2.404 0.598 -2.216 -0.135
N 1.217 -0.038 -2.154 0.142
H -0.690 -2.172 -3.847 0.078
H -1.300 -0.787 -2.936 0.067
H -0.495 -2.112 -2.082 0.056
H 1.263 -1.622 -5.097 0.101
H 3.445 -0.462 -5.270 0.065
H 5.814 2.438 -2.220 0.081
N 5.468 -5.557 2.645 0.066
C 4.171 -5.098 2.320 -0.336
C 3.048 -5.713 2.862 -0.048
C 1.778 -5.230 2.575 -0.066
C 1.624 -4.142 1.740 -0.286
C 2.740 -3.515 1.201 -0.046
C 4.006 -3.987 1.493 -0.036
S 0.008 -3.502 1.341 0.530
O -0.965 -4.395 1.931 -0.342
O -0.023 -3.402 -0.108 -0.370
N -0.005 -2.022 1.887 -0.203
C 0.167 -1.710 3.181 -0.481
N 0.118 -0.370 3.430 0.075
C 0.296 0.022 4.671 -0.149
C 0.544 -0.864 5.718 -0.090
C 0.582 -2.199 5.367 -0.164
N 0.395 -2.643 4.133 0.127
H 5.489 -6.549 2.832 0.070
H 6.145 -5.330 1.930 0.073
H 3.169 -6.563 3.525 0.100
H 0.897 -5.683 3.009 0.107
H 2.608 -2.654 0.557 0.121
H 4.877 -3.489 1.080 0.107
H 0.232 1.092 4.847 0.108
H 0.688 -0.528 6.735 0.078
H 0.769 -2.962 6.120 0.096
Se -3.351 -2.493 -0.429 1.172
N -3.049 -0.757 -0.616 -0.261
C -3.610 -0.391 -1.751 -0.413
C -3.582 0.949 -2.250 -0.010
C -4.163 1.203 -3.448 -0.083
C -4.809 0.168 -4.203 -0.100
C -4.876 -1.111 -3.754 -0.045
C -4.273 -1.433 -2.500 -0.415
N -4.250 -2.637 -1.955 -0.240
H -3.091 1.703 -1.646 0.096
H -4.150 2.208 -3.852 0.097
H -5.255 0.427 -5.156 0.090
H -5.367 -1.897 -4.313 0.101
```

**ΔE to the lowest compared entry with this formula, charge and spin**: 0.0521 eV
**Highest occupied orbital energy**: -0.077 hartree
**Net charge**: -2
**LUMO**: 3.715 eV

No. 2
Density functional theory data (ωB97M-V/def2-TZVPD) for a single C4H10N2 molecule at a distorted geometry.

Geometry as XYZ:
```
16
Properties=species:S:1:pos:R:3:lowdin_charge:R:1
C -1.428 0.043 -0.240 -0.271
C -0.695 -1.161 0.166 -0.255
N 0.744 -1.312 -0.081 -0.045
C 1.408 -0.029 0.142 -0.259
C 0.687 1.217 -0.224 -0.224
N -0.787 1.288 0.197 -0.062
H -2.411 -0.154 0.285 0.129
H -1.657 0.207 -1.315 0.123
H -1.218 -2.020 -0.188 0.104
H -0.723 -1.188 1.296 0.133
H 0.836 -1.589 -0.989 0.056
H 2.423 -0.110 -0.306 0.127
H 1.715 -0.046 1.159 0.093
H 0.779 1.347 -1.301 0.102
H 1.242 2.091 0.262 0.132
H -0.527 1.212 1.231 0.118
```

**ΔE to the lowest compared entry with this formula, charge and spin**: 1.5726 eV
**Highest occupied orbital energy**: -0.319 hartree
**LUMO**: 1.080 eV
**SMILES**: C1CNCCN1

No. 3
Density functional theory data (ωB97M-V/def2-TZVPD) for C23H29CsF4IN10OSSe2 as an isolated structure at a distorted geometry.

Geometry as XYZ:
```
72
Properties=species:S:1:pos:R:3:lowdin_charge:R:1
Cs -0.396 -0.145 0.075 1.248
C -1.726 -3.132 2.860 -0.105
N -1.515 -1.708 2.690 -0.306
C -0.878 -1.132 3.861 -0.118
C -2.756 -0.996 2.394 -0.253
C -3.505 -1.508 1.165 -0.278
N -2.617 -1.512 0.021 -0.214
C -3.069 -1.817 -1.193 -0.240
C -2.167 -1.741 -2.306 -0.174
F -0.870 -1.378 -2.049 -0.200
C -2.508 -2.008 -3.604 -0.243
F -1.552 -1.894 -4.553 0.065
C -3.788 -2.389 -3.973 0.019
C -4.691 -2.485 -2.930 -0.242
F -5.964 -2.855 -3.198 0.058
C -4.367 -2.225 -1.617 -0.145
F -5.353 -2.379 -0.691 0.044
H -2.451 -3.351 3.666 0.088
H -0.777 -3.607 3.119 0.079
H -2.088 -3.581 1.933 0.078
H -0.689 -0.073 3.690 0.048
H 0.081 -1.623 4.044 0.082
H -1.498 -1.231 4.771 0.087
H -2.496 0.062 2.245 0.079
H -3.442 -1.042 3.261 0.119
H -4.368 -0.843 1.032 0.114
H -3.931 -2.497 1.385 0.101
H -4.062 -2.583 -4.999 0.117
C 2.930 -3.959 -0.260 -0.403
Se 3.988 -2.602 0.644 0.907
C 4.755 -1.802 -0.959 -0.574
C 3.757 -1.330 -2.004 -0.578
Se 2.472 0.042 -1.469 0.818
C 3.831 1.432 -1.323 -0.369
H 3.560 -4.555 -0.915 0.026
H 2.117 -3.508 -0.822 0.019
H 2.512 -4.596 0.516 0.014
H 5.436 -2.540 -1.384 0.056
H 5.363 -0.981 -0.580 0.040
H 3.150 -2.162 -2.359 0.042
H 4.300 -0.948 -2.871 0.060
H 4.260 1.645 -2.302 0.024
H 4.615 1.124 -0.633 0.014
H 3.339 2.314 -0.918 -0.012
N 3.316 0.957 3.701 0.023
C 2.731 0.230 2.732 -0.157
N 1.524 0.688 2.506 0.100
C 1.428 1.731 3.378 -0.354
N 2.488 1.934 4.128 0.125
C 0.218 2.582 3.493 -0.228
C 0.140 3.603 4.438 -0.070
N -0.938 4.367 4.561 0.079
C -1.942 4.111 3.720 -0.124
C -1.862 3.109 2.772 -0.112
N -0.781 2.339 2.658 0.090
H 4.235 0.867 4.095 0.146
H 3.205 -0.601 2.223 0.036
H 0.975 3.794 5.101 0.110
H -2.830 4.726 3.803 0.101
H -2.671 2.929 2.072 0.116
I -3.752 3.742 -5.927 0.792
C -2.903 3.178 -4.140 -0.804
C -1.560 3.026 -3.872 -0.168
N -1.478 2.632 -2.591 -0.032
N -2.676 2.525 -1.996 0.041
C -3.556 2.857 -2.935 -0.229
H -0.688 3.161 -4.493 0.114
H -0.628 2.402 -2.029 0.027
H -4.616 2.846 -2.725 0.095
O 1.826 3.272 0.955 -0.564
S 0.629 2.999 0.130 0.601
N 0.699 2.032 -0.963 -0.742
```

**ΔE to the lowest compared entry with this formula, charge and spin**: 0.0000 eV
**Highest occupied orbital energy**: -0.144 hartree
**Net charge**: -1
**LUMO**: 1.769 eV

No. 4
Density functional theory data (ωB97M-V/def2-TZVPD) for a 2-piece molecular cluster, BrH3NP overall at a distorted geometry.

Geometry as XYZ:
```
6
Properties=species:S:1:pos:R:3:lowdin_charge:R:1
N 1.317 0.486 0.636 -0.089
P -1.194 -0.888 0.102 0.331
Br -2.684 0.682 0.081 0.120
H 1.389 0.852 -0.318 -0.097
H 2.094 -0.268 0.753 -0.031
H -0.922 -0.864 -1.254 -0.235
```

**ΔE to the lowest compared entry with this formula, charge and spin**: 3.7183 eV
**Highest occupied orbital energy**: -0.317 hartree
**LUMO**: -1.927 eV

No. 5
Density functional theory data (ωB97M-V/def2-TZVPD) for C5H9CuLiO4 as an isolated structure at a distorted geometry.

Geometry as XYZ:
```
20
Properties=species:S:1:pos:R:3:lowdin_charge:R:1
C -1.762 0.066 0.475 -0.122
C -2.400 1.142 1.371 -0.480
O -1.664 2.277 1.606 -0.363
Cu 0.174 2.942 1.435 0.524
H -2.274 -0.881 0.719 0.066
H -1.220 -0.738 -0.684 0.133
H -1.063 0.694 -0.082 0.045
H -2.670 0.632 2.327 0.103
H -3.383 1.379 0.897 0.088
O 0.431 -0.573 0.618 -0.074
C 1.495 0.234 0.367 -0.534
C 0.427 -1.447 -1.031 -0.103
O 1.622 1.517 0.497 -0.158
O 2.474 -0.341 -0.472 -0.127
C 1.926 -1.369 -1.291 -0.206
Li 3.217 1.501 -0.515 0.812
H -0.066 -1.140 -1.962 0.066
H 0.158 -2.504 -0.877 0.094
H 2.138 -1.078 -2.329 0.116
H 2.440 -2.313 -1.070 0.120
```

**ΔE to the lowest compared entry with this formula, charge and spin**: 8.4115 eV
**Highest occupied orbital energy (spin up / spin down)**: -0.173 / -0.194 hartree
**Spin multiplicity**: 2
**Expectation value of S²**: 0.8639
**LUMO (spin up / spin down)**: -1.279 / -1.488 eV

No. 6
Density functional theory data (ωB97M-V/def2-TZVPD) for a single C3H5N molecule at a distorted geometry.

Geometry as XYZ:
```
9
Properties=species:S:1:pos:R:3:lowdin_charge:R:1
H 2.628 -0.691 0.222 0.044
N 2.104 0.191 0.149 0.084
C 0.859 -0.128 -0.017 -0.319
C -0.326 0.602 -0.020 -0.200
C -1.488 -0.003 -0.162 0.011
H 0.654 -1.188 -0.159 0.105
H -0.408 1.858 0.100 0.178
H -2.441 0.404 0.063 0.053
H -1.583 -1.045 -0.177 0.045
```

**ΔE to the lowest compared entry with this formula, charge and spin**: 1.8006 eV
**Highest occupied orbital energy**: -0.365 hartree
**LUMO**: 0.387 eV
**SMILES**: [H]/N=C/C=C

No. 7
Density functional theory data (ωB97M-V/def2-TZVPD) for a 3-piece molecular cluster, C4H14NO3 overall at a distorted geometry.

Geometry as XYZ:
```
22
Properties=species:S:1:pos:R:3:lowdin_charge:R:1
C -0.242 -1.932 1.706 -0.233
N 0.302 -1.106 0.668 -0.150
C -0.344 0.964 2.125 -0.076
C 0.082 0.339 0.721 -0.373
C -1.084 0.703 -0.264 -0.549
O -0.766 0.497 -1.473 -0.279
H -0.445 -3.063 1.267 0.115
H 0.433 -1.708 2.570 0.068
H -1.278 -1.839 2.073 0.043
H -0.032 -1.461 -0.368 0.162
H -1.351 1.420 2.041 0.054
H 0.546 1.634 2.318 0.077
H -0.528 0.224 2.932 0.041
H 1.057 0.725 0.247 0.140
H -1.575 1.720 -0.012 0.094
H -2.043 0.000 -0.181 0.115
H 1.030 1.803 -3.120 -0.079
H 0.300 1.606 -1.709 0.004
O 0.985 2.143 -2.296 -0.133
H 0.951 -0.888 -3.264 0.017
H 2.143 -0.558 -2.651 0.048
O 1.858 -1.223 -3.330 -0.103
```

**ΔE to the lowest compared entry with this formula, charge and spin**: 3.2731 eV
**Highest occupied orbital energy**: -0.127 hartree
**Net charge**: -1
**LUMO**: 3.830 eV